Entry from the Open Molecules 2025 dataset: a structure of composition C21H33ClIrN2O3Si at a distorted geometry (ωB97M-V/def2-TZVPD).

```
62
Properties=species:S:1:pos:R:3:forces:R:3:mulliken_charge:R:1
C -0.5206 2.0082 -2.0889 0.3 -0.5 0.5 0.7066
C -2.1506 4.0455 -3.1285 -0.1 0.3 -0.2 0.2478
H 3.2044 -2.2000 2.5317 0.0 0.0 -0.1 0.2897
H -0.5126 -1.1765 2.5424 0.0 -0.1 -0.1 0.2644
H 4.4531 -1.1696 -1.1027 0.1 -0.3 -0.1 0.5209
C 3.5488 -1.1198 -0.4848 0.8 -0.1 -0.5 -1.4489
H 3.6242 -1.9123 0.2600 -0.1 0.0 0.0 0.2385
N -0.0720 -2.3423 -0.1956 -0.1 0.0 0.7 -0.5754
C 1.6364 -0.7134 2.8383 -0.9 0.5 -0.2 2.1834
C -2.4913 3.4479 -1.9134 0.2 -0.4 0.4 -0.9891
H 5.4889 0.5440 0.7445 0.1 0.0 0.1 0.5171
H 4.3072 1.3413 -1.4748 0.0 0.2 -0.1 0.5570
H -3.3751 3.7903 -1.3903 0.0 0.0 0.1 0.4744
H 0.7507 -7.6557 -1.4095 0.0 0.0 0.0 0.3641
H 4.3604 1.4430 1.7429 -0.1 0.0 0.0 0.3177
Cl -3.1273 5.2832 -3.7505 0.1 -0.2 0.1 -0.0757
H 4.5465 -0.3243 1.9426 0.0 0.0 0.0 0.3503
C 0.8180 -5.6942 -0.5465 0.1 0.1 0.1 -0.4594
H 1.3523 2.8400 0.7609 0.1 -0.1 0.0 0.3377
C 3.5139 0.2546 0.1220 -3.5 0.0 1.3 1.6968
H 1.5523 -5.9815 0.2084 0.0 0.0 0.0 0.2726
C -1.0046 3.6267 -3.8296 0.2 -0.1 -0.1 -0.6009
C 2.1213 -2.1523 2.6623 0.2 0.2 -0.1 -1.6267
H 2.6997 -1.3114 -1.1459 0.1 0.0 0.0 0.2300
H 0.5146 2.3423 2.2300 0.0 0.2 0.1 0.3348
H 3.5131 -0.0185 3.7639 0.0 0.0 0.0 0.3336
C -1.7009 2.4319 -1.3915 -0.5 0.2 0.0 0.6406
C -1.0631 -5.3830 1.1056 0.0 0.1 -0.1 -0.4584
H -0.6211 -6.6254 -1.8657 0.0 0.0 0.0 0.3524
H 1.8879 -2.7244 3.5635 0.0 0.0 0.0 0.5433
H 2.2702 2.5182 2.2498 0.0 0.0 -0.1 0.4232
H -0.7711 4.1026 -4.7724 0.1 0.0 0.0 0.4574
O -1.4680 0.9747 0.4846 0.1 -0.9 -0.1 -0.7325
H -0.2287 0.2615 3.5293 0.0 0.1 0.0 0.3500
H 0.6793 2.2997 -3.8430 0.0 0.0 0.0 0.4973
O -0.6823 -7.4927 0.0082 0.0 0.0 0.0 -0.3567
Ir 0.0288 -0.3259 -0.2471 -1.4 1.3 -1.9 1.4802
H 2.3082 -0.6255 4.8829 0.0 0.0 0.0 0.5155
N -0.1551 -4.7698 0.0964 0.1 0.1 0.0 0.0041
H 3.3599 2.3557 -0.3989 -0.1 0.0 0.0 0.3207
H 2.5527 1.2532 -1.5554 0.1 0.0 0.1 0.2188
C 4.5013 0.4938 1.2259 0.5 -0.1 -0.4 -1.7246
C -0.2060 2.6383 -3.3219 0.1 0.2 -0.3 -0.5156
H -1.8153 -4.6478 1.3863 0.0 0.0 0.0 0.4479
H -2.2481 -7.1630 1.2447 0.0 0.0 0.0 0.3604
O 0.2859 1.1022 -1.6465 -0.4 0.2 0.3 -1.0046
C -1.6848 -6.6226 0.4860 0.0 -0.1 0.0 -0.6228
H -2.3676 -6.3452 -0.3263 0.0 0.0 0.0 0.3513
H -2.9557 2.3012 0.3823 0.1 0.0 0.1 0.4365
H 0.0743 -1.3368 4.1923 -0.1 0.0 0.1 0.5372
H 1.3158 -5.1655 -1.3576 0.0 0.0 0.0 0.4539
C 2.4438 -0.0476 3.9653 0.0 0.1 -0.1 -1.7378
C 0.1512 -0.7325 3.2859 0.2 -0.2 0.3 -1.7940
H -0.4603 -5.6406 1.9785 0.0 0.0 0.0 0.2669
C -0.0830 -3.4983 -0.0474 -0.1 -0.2 0.1 0.5346
C 1.4235 2.1987 1.6393 -0.7 -0.1 0.2 -1.3776
C 0.0503 -6.9063 -1.0451 0.0 -0.1 0.0 -0.6236
C 3.3914 1.3742 -0.8705 0.8 -0.1 -0.4 -1.7117
H 1.6526 -2.6557 1.8178 0.0 0.0 -0.1 0.0701
H 2.1049 0.9669 4.1795 0.0 0.0 0.0 0.3762
Si 1.5540 0.3849 1.2441 3.7 -0.2 0.6 0.4874
C -2.0748 1.8750 -0.1106 0.4 -0.1 -0.2 0.0727
```
Forces are in eV/Å.

- ΔE to the lowest compared entry with this formula, charge and spin (kJ/mol) = 268.5
- total charge = +2
- LUMO (spin up / spin down) (eV) = -8.1 / -9.6
- spin multiplicity = 2
- Kohn-Sham gap (spin up / spin down) (hartree) = 0.1912 / 0.1331
- energy (eV) = -54655.741

=====

Entry from the Open Molecules 2025 dataset: an isolated molecule of C12H12N2O3S2 (ωB97M-V/def2-TZVPD).

```
31
Properties=species:S:1:pos:R:3:forces:R:3:mulliken_charge:R:1
O 0.8924 3.2324 -1.1058 0.0 -0.2 -0.1 -0.7158
H -4.5548 -2.6295 -0.7567 0.0 -0.1 0.0 0.3425
S 3.6015 0.1104 1.8032 -0.3 0.2 -0.4 -0.1952
C 4.6108 -1.0042 -0.4817 0.0 0.0 -0.3 0.2656
H -5.5162 -1.2150 -0.3459 -0.1 0.0 0.0 0.3226
C -2.1114 -0.7116 1.9219 0.0 0.0 0.0 -0.9354
H 2.3670 0.6605 -1.5541 0.0 -0.1 -0.3 0.2782
C -2.5427 -0.0870 -0.7293 0.1 0.1 0.0 -0.6902
C 2.5870 0.6243 -0.5034 0.5 -0.4 0.0 -1.6309
H -1.9456 -0.9526 2.9611 0.0 0.0 0.1 0.3706
O -0.0847 2.9769 1.1512 0.1 -0.3 0.1 -0.6212
C 2.2692 1.1758 1.7183 0.2 -0.1 0.0 -0.0418
H 5.3784 -1.6152 -2.2598 0.0 0.0 0.0 0.2310
C 3.5896 -0.0998 0.0842 -0.4 0.3 0.4 1.1534
S 0.4737 2.3895 -0.0263 0.1 -0.2 -0.3 1.3127
C -1.2383 0.1470 1.2771 -0.1 0.0 0.0 -0.2265
H -3.8607 -1.9322 1.7629 -0.1 -0.1 0.1 0.4126
H -0.4101 0.5885 1.8039 0.0 -0.1 0.1 0.1736
C -3.4132 -0.9521 -0.0865 0.1 0.0 0.1 0.7228
C -1.4549 0.4650 -0.0575 -0.2 -0.4 0.6 0.8221
H -2.7053 0.1675 -1.7677 0.0 0.0 -0.1 0.2355
H -4.5951 -1.2430 -1.8534 -0.1 0.0 -0.1 0.3456
O 5.3318 -1.6735 0.2268 0.1 -0.1 0.2 -0.6289
H 4.1316 -0.4248 -2.4153 0.0 0.0 0.0 0.1775
C -4.5861 -1.5423 -0.8087 0.0 0.0 0.0 -1.4365
N -0.5692 1.2964 -0.7382 0.5 0.8 -0.1 -0.2010
N 4.6744 -1.0357 -1.8341 0.1 -0.1 -0.3 -0.3021
C -3.1870 -1.2616 1.2507 0.0 0.0 0.0 -0.4646
C 1.8357 1.3473 0.4387 -0.5 0.4 0.2 0.0984
H 1.8651 1.6364 2.5976 -0.1 0.1 0.2 0.5627
H -0.8328 1.5623 -1.6732 0.1 0.2 -0.1 0.2625
```
Forces are in eV/Å.

- ΔE to the lowest compared entry with this formula, charge and spin (kJ/mol) = 0.0
- total charge = 0
- LUMO (eV) = 0.0
- spin multiplicity = 1
- Kohn-Sham gap (hartree) = 0.3210
- energy (eV) = -43432.113

=====

Entry from the Open Molecules 2025 dataset: a structure of composition C26H31MgN16 (ωB97M-V/def2-TZVPD).

```
74
Properties=species:S:1:pos:R:3:forces:R:3:mulliken_charge:R:1
C 0.5206 3.1605 -2.5659 0.0 0.0 0.0 -0.2117
H -2.2037 -5.5563 -0.3675 0.0 0.0 0.0 0.4227
H -1.4328 3.2585 -5.3592 0.0 0.0 0.0 0.3712
H 1.9952 4.8832 -0.8142 0.0 0.0 0.0 0.4567
N 3.2151 -4.0531 0.0063 0.0 0.0 0.0 -0.5542
C -1.2114 1.5345 1.4026 0.1 0.0 0.1 1.1493
Mg 1.2664 -0.1791 0.1563 -0.1 0.0 0.1 2.1268
C -0.5096 1.7993 -0.8284 0.0 0.0 0.0 -0.8910
N 3.8937 -0.8307 -3.2540 0.0 0.0 0.0 -0.6206
H 2.7251 -1.2912 2.9480 0.0 0.0 0.0 0.4652
H 3.9423 1.7921 1.4566 0.0 0.0 0.0 0.4514
H -1.0373 -4.8976 0.7891 0.0 0.0 0.0 0.4126
H -2.2627 3.0791 0.3388 0.0 0.0 0.0 0.2962
N 2.3207 0.5662 -2.7446 0.0 0.0 0.0 -0.2269
H -3.6752 3.7850 2.1803 0.0 0.0 0.0 0.2821
C 3.4095 3.7574 0.5085 0.0 0.0 0.0 -1.1993
C -0.5541 3.5717 -4.7954 0.0 0.0 0.0 -1.5724
H -2.6546 -4.1799 0.6635 0.0 0.0 0.0 0.4012
C -1.3287 -3.6677 -0.9627 0.0 0.1 0.0 1.7015
H -2.4800 2.0413 -3.5975 0.0 0.0 0.0 0.3091
H -2.0972 -2.5741 -2.6739 0.0 0.0 0.0 0.3194
H -2.7960 -4.1806 -2.4692 0.0 0.0 0.0 0.4597
N -0.2524 -1.4669 -0.9729 0.1 0.0 0.1 -0.1404
H -4.3199 2.0482 5.1627 0.0 0.0 0.0 0.3065
N -0.1990 -0.1046 2.9890 -0.1 0.0 0.0 0.1369
N 3.1882 0.2504 -3.6403 0.0 0.0 0.0 -0.8551
H -3.0844 3.2284 5.5904 0.0 0.0 0.0 0.3213
C -2.8617 2.4036 3.6020 0.0 0.0 0.0 0.2763
C -0.1611 -4.3148 -1.7170 0.0 0.0 0.0 -1.6489
H 4.1407 4.4679 0.8501 0.0 0.0 0.0 0.3974
C 3.3100 2.3935 0.8237 0.0 0.0 0.0 -0.3327
C -1.5953 1.6279 -1.6949 0.0 0.0 0.0 0.0243
H 1.3985 3.6892 -2.9176 0.0 0.0 0.0 0.5554
C -0.3057 -0.9519 4.0358 0.1 0.0 0.1 -0.2712
C -1.6261 2.2103 -2.9503 0.0 0.0 0.0 -0.9900
H -0.9364 -0.8768 -1.4316 0.0 0.0 0.0 0.1686
C 0.9144 -1.5503 4.2310 -0.1 0.0 -0.1 -1.2622
H 0.3324 3.2455 -5.3419 0.0 0.0 0.0 0.3520
N 1.0515 -0.1614 2.4615 0.0 0.1 -0.1 -0.1818
C 3.3902 -1.1314 -2.0684 -0.1 0.0 -0.1 0.1954
H 1.1690 -2.3090 4.9487 0.0 0.0 0.0 0.4081
H -1.2379 -1.0705 4.5584 0.0 0.0 0.0 0.5265
N 2.4101 -0.3066 -1.7065 0.0 0.0 0.0 0.3998
C 1.7154 -1.0257 3.2108 0.1 -0.1 0.1 -0.1399
N 3.8672 -2.1867 -1.3043 0.1 0.0 0.0 -0.1118
H -1.7556 0.9759 4.7320 0.0 0.0 0.0 0.5421
C -1.1262 0.9510 2.6975 0.0 -0.1 0.0 0.0948
N 2.2695 1.8400 0.2277 0.0 0.0 0.0 -0.2864
C -3.7009 2.8578 4.7673 0.0 0.0 0.0 -1.5109
N 2.3203 -4.2215 0.9967 0.1 0.0 0.0 -0.9518
N 1.6819 2.8236 -0.4768 0.1 0.0 0.0 0.6424
H -4.3692 3.6657 4.4665 0.0 0.0 0.0 0.3462
C -1.9108 1.4017 3.7480 0.0 0.0 0.0 -0.3968
C 0.5407 2.5952 -1.3017 0.0 0.0 0.0 -0.5301
C 2.3447 3.9884 -0.3291 0.0 0.1 0.0 -0.1884
H 0.2104 -3.6797 -2.5253 0.0 0.0 0.0 0.4128
N -0.9344 -2.4597 -0.2140 0.0 0.0 0.0 -0.6298
H -3.2860 -2.8572 -1.3913 0.0 0.0 0.0 0.3734
H -0.5454 4.6636 -4.7674 0.0 0.0 0.0 0.3069
H 0.3596 -1.8664 -1.6822 0.0 0.0 0.0 0.1127
H -2.4258 1.0231 -1.3460 0.0 0.0 0.0 0.6532
C -2.4461 -3.2964 -1.9325 0.0 0.0 0.0 -1.8767
C -2.1650 2.5771 1.2913 0.0 0.0 0.0 -0.8147
H -0.2981 -2.7411 0.5286 0.0 0.0 0.0 0.2064
H -0.4897 -5.2482 -2.1794 0.0 0.0 0.0 0.4818
C -2.9640 2.9810 2.3429 0.0 0.0 0.0 -1.2616
C 3.1073 -2.7702 -0.3118 0.0 -0.1 0.0 0.1311
N 2.2077 -2.1370 0.4379 0.0 0.0 0.0 0.3723
N 1.7210 -3.1125 1.2536 -0.1 0.1 0.0 -0.0579
H 4.4408 -2.8372 -1.8159 0.0 0.0 0.0 0.3279
N -0.3977 1.1458 0.3989 0.0 0.0 -0.1 0.7812
H 0.6656 -4.5382 -1.0403 0.0 0.0 0.0 0.3175
C -1.8417 -4.6374 0.0972 0.0 0.0 0.0 -1.7972
C -0.5657 2.9861 -3.4087 0.0 0.0 0.0 0.7158
```
Forces are in eV/Å.

- ΔE to the lowest compared entry with this formula, charge and spin (kJ/mol) = 26.1
- total charge = -1
- LUMO (eV) = 2.7
- spin multiplicity = 1
- Kohn-Sham gap (hartree) = 0.2568
- energy (eV) = -56755.579

=====

Entry from the Open Molecules 2025 dataset: a structure of composition C45H32Cl5F3NO2PbSSb (ωB97M-V/def2-TZVPD).

```
91
Properties=species:S:1:pos:R:3:forces:R:3:mulliken_charge:R:1
C 0.9790 -1.1673 3.0385 0.0 0.1 0.1 -1.4597
C 1.6356 3.5180 3.9823 -0.1 0.0 0.0 -0.4720
C 2.9859 -2.5425 2.5349 0.1 0.0 -0.1 -1.2104
F -0.1933 8.0827 -0.5210 0.0 0.0 0.0 -0.3100
H 2.6210 4.6385 -0.8874 0.0 0.0 0.0 0.5523
C -2.0025 -0.6665 -2.3576 0.2 -0.1 0.0 0.3864
H -3.5732 2.0337 5.9587 0.0 0.0 0.0 0.4460
C -3.3049 -2.7070 -2.2126 0.0 0.0 0.1 0.3691
C -1.8020 -2.0815 -0.4502 -0.2 0.1 0.0 1.0753
H 3.9010 -1.4619 -3.3436 0.0 0.0 0.0 0.5195
F 3.0966 2.5749 7.1243 0.0 0.0 0.0 -0.3240
C 1.7476 5.0673 -0.4109 0.1 0.0 0.0 -0.6778
H 3.2493 0.6587 3.0961 0.0 0.0 0.0 0.6209
C 1.0597 4.3718 0.5817 -0.1 -0.1 0.0 0.0909
C 4.5303 3.5557 1.1713 0.0 0.0 0.0 -0.4571
H 5.6376 -3.0247 -2.5745 0.0 0.0 0.0 0.4437
H -0.6302 4.3802 1.9265 0.0 0.0 0.0 0.3303
H 1.4626 -0.9676 3.9937 0.0 0.0 0.0 0.4760
Cl -1.1309 -2.4158 1.1049 0.0 0.0 0.0 -0.1402
C 0.2124 6.8692 -0.1662 0.0 0.0 0.0 0.1810
C 2.0621 2.4602 3.1842 -0.1 0.0 0.0 0.5784
C -2.9319 -1.5571 -2.9081 0.0 0.0 0.0 -0.0036
H 0.2225 -1.9303 3.2287 0.0 0.0 0.0 0.5628
C 3.9374 -2.6110 0.3305 0.0 0.0 0.0 1.1322
H -5.8200 -1.2281 1.7074 0.0 0.0 0.0 0.4357
H 4.0662 4.2252 1.8871 0.0 0.0 0.0 0.4272
C -1.4270 -0.9177 -1.1133 -0.1 -0.2 0.4 -1.2877
C -0.0708 4.9272 1.1775 -0.1 0.0 0.0 -0.1651
C 4.8960 -2.6716 -1.8718 0.0 0.0 0.1 -0.9171
C 3.7887 2.5614 0.5282 0.0 0.0 0.0 0.1763
Sb 1.7626 2.4737 1.1056 0.3 -0.2 0.0 1.5848
C 1.9968 -1.6614 2.0574 0.0 0.0 0.1 0.9558
H -0.7435 1.5745 4.1559 0.0 0.0 0.0 0.1202
H -1.3653 6.6540 1.2603 0.0 0.0 0.0 0.4955
C -4.8195 -0.8262 1.5678 0.0 0.0 0.0 -1.3300
H 3.8412 0.9502 -0.9026 0.0 0.1 0.0 0.3016
H 0.4772 -0.2544 2.7161 0.0 0.0 0.0 -0.0583
H -4.1482 -1.6733 1.4050 0.0 0.0 0.0 0.2328
H 2.9665 -2.8338 3.5755 0.0 0.0 0.0 0.6395
C -4.9983 0.7519 5.0010 0.0 0.0 0.0 0.5413
H 1.6763 4.3777 5.9637 0.0 0.0 0.0 0.5248
C 3.9366 -3.0154 1.6826 -0.1 0.0 0.0 -0.8891
C 1.9834 3.5629 5.3228 0.0 0.0 0.0 -0.5712
C -0.4984 6.1904 0.8108 0.0 0.0 0.0 -0.7301
F 7.7679 2.9703 -0.2615 0.0 0.0 0.0 -0.3113
C -3.7964 1.4609 5.0667 0.0 0.0 0.0 -1.0620
H -6.2264 -0.5190 3.7959 0.0 0.0 0.0 0.3522
C -2.7365 -2.9742 -0.9675 0.0 0.0 0.0 -0.1589
C 3.9044 -1.7807 -2.3091 -0.1 0.0 0.1 -0.5970
Pb 0.3308 0.1833 -0.1640 0.2 0.0 -0.4 0.8559
C -4.4225 -0.0207 2.7774 0.0 0.1 0.0 1.0876
H 1.8437 6.9000 -1.5470 0.0 0.0 0.0 0.5022
H 6.4743 4.4660 1.3834 0.0 0.0 0.0 0.5067
Cl -3.1961 -4.3676 -0.0891 0.0 0.0 0.0 -0.1230
H -5.4436 0.5992 7.0879 0.0 0.0 0.0 0.3846
N 1.9714 -1.2765 0.7904 -0.2 0.1 -0.1 0.5699
H 1.0398 4.3219 3.5704 0.0 0.0 0.0 0.4768
H -2.6707 -0.0438 0.9345 0.0 0.0 0.0 0.0193
C -2.8889 1.4506 4.0299 0.0 0.0 0.0 0.5208
C 1.3262 6.3306 -0.7876 0.0 0.0 0.0 -0.7255
H -1.4996 2.9293 3.3403 0.0 0.0 0.0 -0.1487
H 4.7021 -3.6986 2.0284 0.0 0.0 0.0 0.4755
H 6.2630 1.1935 -1.3536 0.0 0.0 0.0 0.5441
C 4.9179 -3.0798 -0.5700 0.0 0.0 0.0 -0.9622
C -5.9571 0.7970 6.1469 0.0 0.0 0.0 -1.5618
C -0.5050 2.6338 -1.5613 0.1 0.3 0.4 0.0538
H -6.7627 0.0764 6.0274 0.0 0.0 0.0 0.3801
C 2.8579 1.4530 3.7248 0.1 0.0 -0.1 -0.7676
H 5.6743 -3.7634 -0.2084 0.0 0.0 0.0 0.4544
C 2.7573 2.5386 5.8391 0.0 0.0 0.0 0.1047
C -3.1972 0.6956 2.8641 0.0 0.0 0.1 0.1012
Cl -4.4408 -3.7874 -2.8787 0.0 0.0 0.0 -0.1325
C 2.9261 -1.7185 -0.0991 0.1 -0.1 -0.3 0.4304
C 6.4701 2.8359 -0.0034 0.0 0.0 0.0 0.1097
C 3.2084 1.4830 5.0626 0.0 0.0 0.0 -0.6535
S 1.7823 -0.1554 -2.1674 0.0 0.1 -0.1 -0.3712
O -1.1847 1.1112 1.6131 0.0 -0.2 -0.1 0.2025
Cl -3.6119 -1.2500 -4.4454 0.0 0.0 0.0 -0.1425
C 5.7603 1.8412 -0.6490 0.0 0.0 0.0 -0.5788
C -5.2913 0.0238 3.8502 0.0 0.0 0.0 -1.2576
C 4.4066 1.7101 -0.3789 -0.1 -0.1 -0.1 -0.3743
H -4.8352 -0.2219 0.6591 0.0 0.0 0.0 0.3816
O -0.7892 3.6844 -1.8266 -0.2 -0.1 -0.3 -0.1488
Cl -1.5536 0.6774 -3.3345 0.1 0.0 0.0 -0.1621
C -2.3094 0.5831 1.7568 -0.1 0.1 -0.1 0.4177
C 2.9304 -1.2987 -1.4631 0.0 0.0 0.2 -0.0431
C -1.6160 2.2301 4.1679 0.0 0.0 0.0 -0.5465
C 5.8787 3.7017 0.9040 0.0 0.0 0.0 -0.6891
H -6.3984 1.7928 6.2238 0.0 0.0 0.0 0.3432
H -1.6168 2.7882 5.1021 0.0 0.0 0.0 0.5139
H 3.8355 0.7234 5.5087 0.0 0.0 0.0 0.5318
```
Forces are in eV/Å.

- ΔE to the lowest compared entry with this formula, charge and spin (kJ/mol) = 128.1
- total charge = +2
- LUMO (eV) = -7.5
- spin multiplicity = 1
- Kohn-Sham gap (hartree) = 0.2109
- energy (eV) = -146139.741